1.
This record from the Open Molecules 2025 dataset describes C26H28ClNO in the gas phase. The level of theory is ωB97M-V/def2-TZVPD.

```
! wB97M-V def2-TZVPD RIJCOSX def2/J DEFGRID3
* xyz 0 1
C 4.1826 0.4413 -3.0151
H 5.0102 -0.0859 -2.5509
H 4.2112 0.2464 -4.0847
H 4.3242 1.5083 -2.8597
C 2.8331 0.0181 -2.4174
N 2.4345 -1.3545 -2.6067
C 2.2094 -1.7971 -3.9599
H 2.3642 -0.9617 -4.6453
C 0.7575 -2.2842 -4.1497
O -0.1594 -1.2326 -3.9401
C -0.4127 -0.8066 -2.6705
C -0.3679 -1.6006 -1.5278
C -0.6776 -1.0660 -0.2948
C -1.0538 0.2679 -0.1593
C -1.1419 1.0477 -1.3114
C -0.8196 0.5230 -2.5440
H -0.8793 1.1285 -3.4352
H -1.4491 2.0805 -1.2323
C -1.4247 0.8339 1.1471
C -0.7296 0.5534 2.2619
C 0.5582 -0.1431 2.3277
C 1.5965 0.2273 1.4736
C 2.8261 -0.3970 1.5612
C 3.0356 -1.4050 2.4887
C 2.0107 -1.7754 3.3426
C 0.7843 -1.1417 3.2722
H -0.0113 -1.4240 3.9458
H 2.1696 -2.5562 4.0719
H 3.9969 -1.8934 2.5501
H 3.6336 -0.0884 0.9129
H 1.4331 1.0146 0.7529
Cl -1.3402 1.0386 3.8233
C -2.6398 1.6696 1.1523
C -3.7991 1.2050 0.5363
C -4.9435 1.9797 0.5235
C -4.9415 3.2338 1.1115
C -3.7873 3.7107 1.7097
C -2.6432 2.9347 1.7324
H -1.7410 3.3160 2.1877
H -3.7777 4.6926 2.1603
H -5.8356 3.8397 1.0996
H -5.8400 1.6053 0.0511
H -3.7975 0.2269 0.0772
H -0.6484 -1.7004 0.5784
H -0.0964 -2.6419 -1.5869
H 0.6058 -2.5917 -5.1879
H 0.5494 -3.1389 -3.4990
H 2.8863 -2.6107 -4.2538
C 2.8960 -2.3456 -1.6668
H 2.3500 -3.2692 -1.8790
C 4.3981 -2.6616 -1.6792
H 4.9734 -1.8435 -1.2554
H 4.5872 -3.5516 -1.0838
H 4.7448 -2.8454 -2.6938
H 2.6072 -2.0142 -0.6634
H 2.0504 0.6497 -2.8540
H 2.8369 0.2034 -1.3414
*
```

- highest occupied orbital energy (Ha) = -0.2741
- Kohn-Sham gap (eV) = 7.9



2.
This record from the Open Molecules 2025 dataset describes a molecular structure, C20H41IrN2O at a distorted geometry. The level of theory is ωB97M-V/def2-TZVPD.

```
! wB97M-V def2-TZVPD RIJCOSX def2/J DEFGRID3
* xyz 2 1
Ir -0.2066 0.3399 0.2047
C 0.0767 1.7384 1.9089
C -1.0328 0.8911 2.3398
C -2.0974 1.0759 1.3662
C -1.5708 1.9926 0.3965
C -0.2091 2.4617 0.7513
C 0.5865 3.5704 0.0907
C -0.1609 4.1654 -1.1002
C 1.9677 3.0640 -0.3311
C 0.7547 4.6731 1.1493
C -3.5092 0.4971 1.2098
C -3.5013 -1.0086 0.9113
C -4.3929 0.7861 2.4330
C -4.2057 1.1813 0.0187
C -0.9706 0.2204 3.7020
C -1.5731 -1.1830 3.7493
C 0.4658 0.1207 4.2458
C -1.7015 1.1830 4.6659
H 1.0084 1.8272 2.4441
H -2.1633 2.3681 -0.4191
H -0.3034 3.4569 -1.9165
H 0.4076 5.0026 -1.5013
H -1.1400 4.5459 -0.8116
H 1.9004 2.1836 -0.9786
H 2.5771 2.7982 0.5342
H 2.5038 3.8383 -0.8773
H -0.2094 5.0359 1.5041
H 1.2893 5.5183 0.7184
H 1.3296 4.3227 2.0064
H -3.3000 -1.6227 1.7833
H -2.7623 -1.2538 0.1340
H -4.4830 -1.2948 0.5372
H -4.0848 0.2513 3.3211
H -5.4083 0.4625 2.2058
H -4.4341 1.8506 2.6627
H -3.7408 0.9157 -0.9334
H -4.2332 2.2661 0.1113
H -5.2366 0.8367 -0.0301
H -1.1785 -1.8275 2.9605
H -2.6510 -1.1863 3.6660
H -1.3250 -1.6437 4.7042
H 1.1157 -0.5631 3.6943
H 0.4129 -0.2841 5.2553
H 0.9576 1.0892 4.3286
H -2.7315 1.3735 4.3847
H -1.1838 2.1406 4.7255
H -1.6973 0.7442 5.6631
N -0.0671 -1.5663 -0.8519
C 1.2713 -2.0685 -1.2832
C 2.1498 -2.4726 -0.1176
C 2.6342 -1.2798 0.6801
N 1.4714 -0.6090 1.3218
H -0.5775 -2.3214 -0.3963
H -0.5897 -1.3800 -1.7078
H 1.7357 -1.2729 -1.8693
H 1.0891 -2.9124 -1.9516
H 3.0029 -3.0448 -0.4810
H 1.5959 -3.1544 0.5359
H 3.1249 -0.5335 0.0537
H 3.3400 -1.5930 1.4538
H 1.8491 0.1310 1.9078
H 1.0418 -1.2726 1.9633
O -0.4476 0.8670 -2.1101
H 0.2049 1.4075 -2.5737
H -1.3117 1.1182 -2.4558
*
```

- highest occupied orbital energy (alpha / beta) (Ha) = -0.5523 / -0.5523
- Kohn-Sham gap (alpha / beta) (eV) = 7.9 / 7.9



3.
This record from the Open Molecules 2025 dataset describes a molecular structure, C19H28NO5Pb at a distorted geometry. The level of theory is ωB97M-V/def2-TZVPD.

```
! wB97M-V def2-TZVPD RIJCOSX def2/J DEFGRID3
* xyz -1 1
O -1.6614 1.7129 -0.3937
C -0.5540 1.4928 -1.3100
C -1.0795 2.4955 -2.3519
H -0.5258 0.4309 -1.5887
H 0.4094 1.7688 -0.8510
C -2.1979 2.6998 -1.3231
H -1.3991 2.0080 -3.2734
H -0.4025 3.3456 -2.4803
C -3.5553 2.2987 -1.8529
H -3.4839 1.3470 -2.3911
H -3.9227 3.0685 -2.5376
H -4.2696 2.2064 -1.0325
C -2.1203 4.0684 -0.7023
H -1.1006 4.2679 -0.3508
H -2.8288 4.1414 0.1241
H -2.3846 4.8258 -1.4408
Pb 1.9802 -1.6061 0.6721
C 1.5907 0.9306 3.1572
C 2.8007 0.1956 3.1123
C 3.3149 0.2647 1.7532
H 3.4196 -0.0411 3.9810
C 2.3711 1.0571 0.9963
C 1.3317 1.4696 1.8874
H 0.5191 2.1590 1.6358
H 1.0370 1.1597 4.0688
H 4.3542 0.0343 1.4962
H 2.5010 1.4036 -0.0354
C -1.2183 -1.9497 3.2524
C -1.4522 -0.5009 3.4566
C -1.9576 0.0515 2.2966
H -1.2888 0.0068 4.3958
C -2.2374 -1.0067 1.3555
C -1.9573 -2.2110 1.9495
H -2.1249 -3.2149 1.5901
H -1.3986 -2.6074 4.1133
H -2.1160 1.1069 2.1021
H -2.6552 -0.8267 0.3677
O 1.6254 -1.6133 -1.6586
C 0.8347 -1.2295 -2.8313
C 1.2257 -2.1154 -4.0156
H 0.9883 -0.1646 -3.0559
H -0.2245 -1.4072 -2.5858
C 1.9786 -3.2968 -3.3862
H 1.8847 -1.5726 -4.7085
H 0.3344 -2.4490 -4.5657
C 2.2667 -2.9174 -1.9327
H 2.9004 -3.5319 -3.9205
H 1.3482 -4.1893 -3.3603
H 3.3434 -2.8312 -1.7108
H 1.7942 -3.6622 -1.2673
O 0.5238 -1.2645 4.8570
N 1.0215 -1.7193 3.8466
O 2.2358 -1.8304 3.5558
O 0.1816 -2.2584 2.8911
*
```

- highest occupied orbital energy (alpha / beta) (Ha) = -0.0497 / -0.0299
- Kohn-Sham gap (alpha / beta) (eV) = 3.7 / 3.1



4.
This record from the Open Molecules 2025 dataset describes 15 unconnected molecules or ions with the total composition H30O15 at a distorted geometry. The level of theory is ωB97M-V/def2-TZVPD.

```
! wB97M-V def2-TZVPD RIJCOSX def2/J DEFGRID3
* xyz 0 1
O 0.3426 6.3074 18.7661
H 0.8770 5.7899 18.1339
H 1.0380 6.7696 19.1269
O 3.3785 10.6007 16.9595
H 2.8881 11.3749 17.3317
H 4.2053 10.5178 17.4194
O 5.8051 7.6858 16.5273
H 6.0741 6.8977 16.0772
H 6.0926 7.6864 17.4344
O 1.8795 8.9451 20.7823
H 1.0056 9.0561 20.4121
H 1.9318 9.4817 21.5826
O 4.2539 9.2785 14.7340
H 4.6101 8.9542 15.5506
H 3.9074 10.1088 15.0484
O 5.8474 5.1939 18.6002
H 5.9934 4.7075 19.3708
H 5.9802 6.0829 18.9614
O 5.7506 10.2954 18.2996
H 5.7295 10.6458 19.2244
H 6.6647 10.3842 18.1156
O 4.1595 10.8202 20.2909
H 3.6911 11.5609 20.6311
H 3.4741 10.1888 20.0654
O 3.0498 7.9854 18.0529
H 3.5024 7.6547 18.8406
H 3.1389 8.9156 17.9631
O 6.3427 7.9239 19.2750
H 6.0516 8.7974 19.0320
H 7.1999 7.7849 18.9027
O 3.8370 6.9780 20.5682
H 3.3502 6.1496 20.6571
H 3.2016 7.6736 20.8218
O 3.7940 4.9050 16.2917
H 3.5798 5.8466 16.0429
H 4.6713 4.8552 16.6705
O 2.8259 4.7705 19.0798
H 3.2345 4.0883 19.6321
H 3.5828 5.0581 18.5275
O 1.2445 10.3552 15.4170
H 1.9992 10.3945 15.9832
H 0.7654 11.2085 15.3788
O 2.3649 7.2537 15.5227
H 2.8115 8.0217 15.0870
H 2.6293 7.2752 16.4624
*
```

- highest occupied orbital energy (Ha) = -0.3569
- Kohn-Sham gap (eV) = 9.0



Relative energy (zero: lowest compared OMol25 entry of this formula, charge and spin), record by record: 3.3, 45.7, 45.6, 42.3 kcal/mol
Electronic energy, record by record: -1597.7139, -1075.1917, -1364.2033, -1146.5727 a.u.